C6H8N2O | ωB97M-V with the def2-TZVPD basis set

- Orbital gap: 8.7 eV
- Strongest force on any atom: 5.40 eV/Å
- Relative energy (zero: lowest compared OMol25 entry of this formula, charge and spin): 77.12 kcal/mol
- Molar mass: 124.143 g/mol
- E_HOMO: -7.99 eV

CARTESIAN COORDINATES (ANGSTROEM)
1 C 3.156 0.375 -0.010
2 C 1.973 1.154 -0.016
3 C 2.791 -0.943 0.003
4 C 0.960 0.253 -0.009
5 C -1.187 0.568 0.008
6 C -3.150 -0.687 0.014
7 N -1.521 1.749 -0.045
8 N 1.427 -1.008 0.001
9 O -1.726 -0.632 0.042
10 H 4.161 0.756 -0.004
11 H 1.890 2.220 -0.022
12 H 3.387 -1.835 0.015
13 H -3.532 -0.287 -0.931
14 H -3.578 -0.120 0.846
15 H -3.415 -1.736 0.105
16 H -2.503 2.012 -0.043
17 H 0.865 -1.839 0.046

C6H8N2O2 | ωB97M-V with the def2-TZVPD basis set

- Orbital gap: 9.9 eV
- Strongest force on any atom: 9.26 eV/Å
- SMILES: O=c1cc[nH]c(=O)[nH]1.C=C
- Relative energy (zero: lowest compared OMol25 entry of this formula, charge and spin): 61.18 kcal/mol
- Molar mass: 140.142 g/mol
- E_HOMO: -9.73 eV

CARTESIAN COORDINATES (ANGSTROEM)
1 C 3.190 0.448 0.173
2 C 4.488 0.308 -0.179
3 C -0.762 -1.053 -0.104
4 C -2.088 -1.457 0.065
5 C -3.180 -0.745 -0.031
6 C -1.771 1.198 -0.119
7 H 2.545 0.078 -0.608
8 H 2.887 0.285 1.336
9 H 4.604 0.190 -1.262
10 H 5.307 0.539 0.397
11 H 0.202 0.788 0.079
12 H -2.008 -2.570 0.543
13 H -4.273 -0.995 0.138
14 H -3.868 1.269 -0.171
15 N -0.649 0.377 -0.343
16 N -3.130 0.691 -0.234
17 O 0.221 -1.747 0.070
18 O -1.717 2.397 0.248

C6H8N2O2 | ωB97M-V with the def2-TZVPD basis set

- Orbital gap: 9.0 eV
- Strongest force on any atom: 3.29 eV/Å
- SMILES: [H]/N=C(\O)c1cc(CO)c[nH]1
- Relative energy (zero: lowest compared OMol25 entry of this formula, charge and spin): 32.98 kcal/mol
- Molar mass: 140.142 g/mol
- E_HOMO: -8.62 eV

CARTESIAN COORDINATES (ANGSTROEM)
1 O 0.794 -2.842 1.876
2 C 0.990 -2.495 0.510
3 C 0.291 -1.229 0.118
4 C -0.970 -1.123 -0.448
5 N -1.201 0.183 -0.743
6 C -0.151 0.951 -0.294
7 C 0.773 0.098 0.286
8 C -0.082 2.404 -0.436
9 N 0.502 3.190 0.367
10 H 1.094 -2.115 2.428
11 H 2.067 -2.409 0.292
12 H 0.598 -3.337 -0.074
13 H -1.708 -1.888 -0.672
14 H -2.094 0.542 -1.062
15 H 1.736 0.403 0.689
16 O -1.111 3.056 -1.191
17 H -1.594 2.457 -1.770
18 H 0.068 4.156 0.125

C6H8N2O3S | ωB97M-V with the def2-TZVPD basis set

- Orbital gap: 10.1 eV
- Strongest force on any atom: 2.93 eV/Å
- SMILES: N[C@@](CO)(C(=O)O)c1nccs1
- Relative energy (zero: lowest compared OMol25 entry of this formula, charge and spin): 0.00 kcal/mol
- Molar mass: 188.208 g/mol
- E_HOMO: -9.60 eV

CARTESIAN COORDINATES (ANGSTROEM)
1 C 2.494 -1.387 0.429
2 C 3.135 -0.205 0.228
3 C 0.769 -0.191 -0.130
4 C -1.570 -0.879 0.464
5 C -1.086 1.611 0.294
6 C -0.813 0.223 -0.300
7 N 1.157 -1.358 0.227
8 N -1.104 0.076 -1.720
9 O -1.773 -1.974 -0.240
10 O -1.953 -0.737 1.594
11 O -0.701 1.724 1.629
12 S 2.016 1.012 -0.239
13 H 2.958 -2.304 0.740
14 H 4.175 0.027 0.330
15 H -2.164 1.814 0.171
16 H -0.525 2.372 -0.260
17 H -0.442 0.599 -2.281
18 H -2.035 0.423 -1.934
19 H -1.375 -1.873 -1.125
20 H -1.163 1.028 2.124

C6H8N2O4 | ωB97M-V with the def2-TZVPD basis set

- Orbital gap (alpha / beta): 6.8 / 5.3 eV
- Multiplicity: 3
- Strongest force on any atom: 7.75 eV/Å
- Relative energy (zero: lowest compared OMol25 entry of this formula, charge and spin): 0.00 kcal/mol
- Molar mass: 172.140 g/mol
- E_HOMO (alpha / beta): -6.27 / -9.61 eV

CARTESIAN COORDINATES (ANGSTROEM)
1 C 2.549 -1.035 -0.404
2 C 2.105 0.731 0.318
3 C -1.440 1.307 -0.363
4 C 3.471 0.009 0.110
5 C -3.275 -0.460 0.518
6 C -1.853 -0.112 0.088
7 N 1.394 -0.249 -0.224
8 N -1.160 -1.107 -0.307
9 O -0.730 2.084 0.247
10 O 2.871 -2.027 -1.020
11 O 1.685 1.844 0.747
12 O -2.023 1.415 -1.471
13 H 4.068 -0.069 1.042
14 H 4.156 0.484 -0.639
15 H -3.583 -1.444 0.453
16 H -3.331 -0.248 1.647
17 H -3.834 0.180 -0.196
18 H 0.478 1.855 0.405
19 H -0.162 -1.070 -0.577
20 H -1.386 -2.089 -0.374

C6H8N2O5 | ωB97M-V with the def2-TZVPD basis set

- Orbital gap: 8.6 eV
- Strongest force on any atom: 5.36 eV/Å
- SMILES: [O-][N+](O)=C=C1NCCCO1.O=C=O
- Relative energy (zero: lowest compared OMol25 entry of this formula, charge and spin): 78.71 kcal/mol
- Molar mass: 188.139 g/mol
- E_HOMO: -8.17 eV

CARTESIAN COORDINATES (ANGSTROEM)
1 C -0.381 -1.166 1.041
2 C -0.378 -2.170 1.974
3 C -2.397 -0.604 3.511
4 C -0.405 0.975 -0.984
5 C 0.891 0.663 -0.154
6 C -1.552 0.679 -0.047
7 N 0.167 -3.313 2.181
8 N 0.784 -0.621 0.588
9 O -3.128 -1.467 3.388
10 O 0.327 -4.088 0.942
11 O -1.725 0.321 3.480
12 O 0.372 -3.974 3.187
13 O -1.506 -0.563 0.717
14 H -0.428 1.948 -1.243
15 H -0.448 0.447 -1.837
16 H 1.729 0.569 -0.961
17 H 0.882 1.440 0.563
18 H -1.650 1.512 0.800
19 H -2.453 0.544 -0.480
20 H -0.284 -4.833 0.922
21 H 1.722 -0.924 0.890